Entry 1:
Here is a 2-piece molecular cluster, C12H26N2O4 overall at a distorted geometry from the Open Molecules 2025 dataset. Energies are from ωB97M-V/def2-TZVPD.

As for the SMILES: CC[C@H](C)[C@H](N)C(=O)O.CC[C@H](C)[C@H](N)C(=O)O. For the calculated total energy, the calculation gives -24033.9028 eV. As for the energy relative to the best compared isomer or geometry (same formula, charge and spin): 72.5 kcal per mole. The HOMO-LUMO gap comes out at 10.38 eV. As for the charge: 0.

```
44
C12H26N2O4, DFT ωB97M-V/def2-TZVPD
C -2.33 -2.25 -4.28
C -1.71 -0.90 -3.94
C -2.05 -0.41 -2.53
C -3.51 -0.32 -2.15
C -1.31 0.92 -2.25
N -1.22 1.17 -0.75
C -2.09 2.07 -2.93
O -2.12 2.25 -4.14
O -2.93 2.66 -2.08
H -3.43 -2.21 -4.27
H -2.07 -2.49 -5.30
H -2.04 -3.11 -3.63
H -0.62 -0.97 -3.96
H -1.98 -0.22 -4.72
H -1.60 -1.20 -1.86
H -3.97 0.48 -2.61
H -3.56 -0.19 -1.10
H -4.05 -1.20 -2.39
H -0.32 0.90 -2.63
H -1.17 0.35 -0.21
H -0.42 1.79 -0.52
H -2.62 2.35 -1.22
C 2.53 -2.28 3.98
C 1.74 -1.02 3.95
C 2.07 -0.35 2.55
C 3.56 -0.07 2.19
C 1.15 0.90 2.20
N 1.51 1.26 0.78
C 1.54 2.07 3.14
O 1.12 2.22 4.25
O 2.57 2.78 2.54
H 3.57 -2.03 4.10
H 2.25 -2.92 4.88
H 2.42 -2.77 3.14
H 0.69 -1.31 3.84
H 1.76 -0.40 4.86
H 1.76 -1.20 1.80
H 3.95 0.72 2.77
H 3.63 0.17 1.21
H 4.23 -0.92 2.31
H 0.14 0.62 2.25
H 1.13 0.68 0.28
H 1.07 2.05 0.61
H 2.76 2.36 1.83
```

Here is what Löwdin gives for the atomic charges, in e: C -0.10; C -0.22; C -0.33; C -0.03; C -0.22; N 0.06; C -0.48; O 0.10; O 0.11; H 0.07; H 0.06; H 0.09; H 0.11; H 0.10; H 0.15; H 0.06; H 0.07; H 0.07; H 0.13; H 0.05; H 0.09; H 0.08; C -0.12; C -0.22; C -0.26; C -0.04; C -0.18; N 0.11; C -0.41; O 0.14; O 0.15; H 0.07; H 0.11; H 0.02; H 0.11; H 0.12; H 0.16; H 0.07; H 0.03; H 0.08; H 0.13; H -0.05; H 0.02; H -0.05

Entry 2:
Here is C35H29CrF5GeO2S4 as an isolated structure at a distorted geometry from the Open Molecules 2025 dataset. Energies are from ωB97M-V/def2-TZVPD.

For the calculated total energy, the calculation gives -182718.0543 eV. As for the energy relative to the best compared isomer or geometry (same formula, charge and spin): 18.0 kcal per mole. The HOMO-LUMO gap (alpha / beta) comes out at 6.66 / 5.95 eV. As for the charge: +1. As for the expectation value of S²: 8.816. The spin multiplicity is 6.

```
77
C35H29CrF5GeO2S4, DFT ωB97M-V/def2-TZVPD
Cr 0.65 0.54 0.07
F -3.95 -2.70 4.16
C -2.79 -2.29 3.66
C -2.64 -2.14 2.29
F -3.65 -2.42 1.47
C -1.42 -1.72 1.79
F -1.30 -1.60 0.45
C -0.34 -1.40 2.60
S 1.17 -0.83 1.92
C -0.52 -1.56 3.97
F 0.47 -1.28 4.81
C -1.72 -2.00 4.50
F -1.86 -2.13 5.81
O 2.28 -0.37 -0.77
S 3.73 -0.57 -0.34
C 4.66 0.13 -1.75
C 3.86 1.14 -2.56
C 2.92 0.48 -3.57
C 1.93 1.47 -4.18
S 0.41 1.71 -3.21
O 0.80 1.55 -1.75
C -0.47 0.23 -3.66
C -1.32 0.32 -4.75
C -2.05 -0.80 -5.12
C -1.94 -1.98 -4.39
C -1.09 -2.05 -3.30
C -0.34 -0.94 -2.92
C 4.03 0.66 0.90
C 3.40 1.90 0.87
C 3.64 2.79 1.90
C 4.51 2.45 2.93
C 5.13 1.21 2.95
C 4.89 0.30 1.93
H 4.99 -0.72 -2.35
H 5.55 0.57 -1.29
H 4.55 1.79 -3.09
H 3.29 1.78 -1.88
H 2.38 -0.36 -3.13
H 3.53 0.06 -4.38
H 1.54 1.12 -5.14
H 2.36 2.46 -4.32
H -1.44 1.25 -5.28
H -2.72 -0.75 -5.97
H -2.52 -2.84 -4.68
H -1.01 -2.96 -2.73
H 0.34 -1.00 -2.08
H 2.74 2.17 0.06
H 3.15 3.75 1.90
H 4.69 3.15 3.74
H 5.79 0.95 3.76
H 5.33 -0.68 1.96
Ge -2.48 1.11 -0.70
C -3.99 0.83 0.48
C -4.08 1.33 1.78
C -5.20 1.10 2.55
C -6.25 0.34 2.05
C -6.18 -0.17 0.76
C -5.05 0.06 -0.01
C -2.93 2.18 -2.26
C -3.81 1.65 -3.20
C -4.19 2.37 -4.32
C -3.69 3.65 -4.52
C -2.81 4.19 -3.61
C -2.43 3.47 -2.49
H -0.79 3.03 -0.07
H -3.28 1.93 2.20
H -5.26 1.50 3.55
H -7.13 0.15 2.66
H -6.99 -0.77 0.37
H -5.01 -0.37 -1.00
H -4.21 0.65 -3.07
H -4.89 1.94 -5.03
H -3.99 4.21 -5.39
H -2.42 5.19 -3.76
H -1.74 3.93 -1.79
S -0.61 1.70 1.85
C -1.06 2.05 0.32
```

Here is what Löwdin gives for the atomic charges, in e: Cr 0.35; F 0.14; C -0.13; C -0.14; F 0.13; C -0.25; F 0.02; C -0.53; S 0.72; C -0.23; F 0.10; C -0.14; F 0.14; O -0.67; S 1.07; C -0.28; C -0.22; C -0.22; C -0.28; S 1.06; O -0.61; C -0.40; C -0.09; C -0.06; C -0.05; C -0.04; C -0.08; C -0.43; C -0.09; C -0.04; C -0.05; C -0.05; C -0.07; H 0.10; H 0.10; H 0.13; H 0.08; H 0.10; H 0.13; H 0.10; H 0.10; H 0.12; H 0.12; H 0.11; H 0.12; H 0.09; H 0.09; H 0.12; H 0.12; H 0.12; H 0.12; Ge 1.08; C -0.32; C -0.12; C -0.07; C -0.07; C -0.07; C -0.13; C -0.33; C -0.13; C -0.08; C -0.07; C -0.08; C -0.13; H 0.01; H 0.06; H 0.11; H 0.11; H 0.11; H 0.09; H 0.10; H 0.11; H 0.11; H 0.11; H 0.09; S 0.75; C -0.80

Entry 3:
Here is C26H32BrO4Pt as an isolated structure at a distorted geometry from the Open Molecules 2025 dataset. Energies are from ωB97M-V/def2-TZVPD.

For the calculated total energy, the calculation gives -108944.5873 eV. As for the energy relative to the best compared isomer or geometry (same formula, charge and spin): 31.4 kcal per mole. The HOMO-LUMO gap (alpha / beta) comes out at 8.21 / 4.18 eV. As for the charge: +1. As for the expectation value of S²: 6.028. The spin multiplicity is 5.

```
64
C26H32BrO4Pt, DFT ωB97M-V/def2-TZVPD
O -1.50 0.89 -3.03
C -0.12 1.26 -2.74
C -0.41 2.75 -2.98
H 0.60 0.87 -3.45
H 0.18 0.89 -1.75
C -1.94 2.30 -2.96
H 0.06 3.04 -3.95
H -0.04 3.39 -2.19
C -2.72 2.58 -4.25
H -2.18 2.18 -5.14
H -2.95 3.65 -4.41
H -3.72 2.12 -4.14
C -2.65 2.60 -1.60
H -2.00 3.00 -0.79
H -3.16 1.69 -1.20
H -3.45 3.36 -1.71
Pt 0.58 0.00 1.70
C 0.92 2.55 2.58
C 1.93 1.50 2.55
C 2.19 1.20 1.11
H 2.54 1.14 3.37
C 1.42 2.18 0.36
C 0.71 3.00 1.26
H 0.12 3.88 0.99
H 0.48 2.99 3.49
H 3.00 0.56 0.76
H 1.49 2.33 -0.72
C -0.98 -0.51 3.19
C -1.84 0.65 3.12
C -2.48 0.68 1.87
H -2.05 1.33 3.95
C -1.93 -0.32 1.03
C -1.06 -1.18 1.85
H -0.73 -2.21 1.67
H -0.57 -0.99 4.07
H -3.30 1.37 1.60
H -2.23 -0.53 0.00
O 0.22 -0.93 -4.21
C -0.18 -0.43 -5.55
C 0.38 -1.34 -6.65
H 0.17 0.61 -5.69
H -1.28 -0.41 -5.59
C 1.31 -2.34 -5.92
H 0.92 -0.79 -7.42
H -0.47 -1.87 -7.10
C 1.09 -2.04 -4.40
H 2.38 -2.15 -6.15
H 1.03 -3.38 -6.16
H 2.04 -1.80 -3.89
H 0.68 -2.94 -3.90
Br 1.18 0.49 5.33
C 1.23 -1.38 5.69
C 1.00 -1.66 7.05
C 1.01 -2.98 7.53
C 1.19 -4.04 6.62
C 1.32 -3.76 5.25
C 1.44 -2.43 4.76
C 2.06 -2.35 3.36
O 2.76 -3.32 3.08
O 1.96 -1.29 2.60
H 0.84 -0.84 7.74
H 0.88 -3.18 8.59
H 1.22 -5.08 6.97
H 1.43 -4.59 4.55
```

Here is what Löwdin gives for the atomic charges, in e: O -0.11; C -0.19; C -0.06; H 0.09; H 0.09; C -0.48; H 0.12; H 0.08; C -0.02; H 0.09; H 0.09; H 0.09; C -0.01; H 0.06; H 0.08; H 0.08; Pt 1.28; C -0.07; C -0.24; C -0.21; H 0.05; C -0.05; C -0.03; H 0.13; H 0.12; H 0.13; H 0.11; C -0.19; C -0.04; C -0.04; H 0.13; C -0.06; C -0.25; H 0.13; H 0.06; H 0.13; H 0.12; O -0.21; C -0.17; C -0.16; H 0.12; H 0.12; C -0.14; H 0.11; H 0.11; C -0.19; H 0.11; H 0.11; H 0.11; H 0.11; Br 0.92; C -0.56; C -0.14; C -0.06; C -0.05; C -0.01; C -0.15; C -0.55; O 0.08; O -0.18; H 0.09; H 0.12; H 0.12; H 0.13

Entry 4:
Here is a single C17H16N4O3S molecule at a distorted geometry from the Open Molecules 2025 dataset. Energies are from ωB97M-V/def2-TZVPD.

As for the SMILES: Cc1nnc(-c2sccc2NC(=O)Cc2ccc3c(c2)OCCO3)[nH]1. For the calculated total energy, the calculation gives -40824.1741 eV. As for the energy relative to the best compared isomer or geometry (same formula, charge and spin): 113.1 kcal per mole. The HOMO-LUMO gap comes out at 8.01 eV. As for the charge: 0.

```
41
C17H16N4O3S, DFT ωB97M-V/def2-TZVPD
C -1.63 0.45 -7.23
C -1.09 0.11 -5.88
N -1.63 0.49 -4.65
N -0.76 0.05 -3.55
C 0.35 -0.37 -4.12
C 1.53 -0.92 -3.56
S 2.92 -1.21 -4.47
C 3.76 -1.68 -2.99
C 3.01 -1.67 -1.93
C 1.68 -1.27 -2.19
N 0.62 -1.13 -1.25
C 0.69 -1.28 0.13
O 1.67 -1.53 0.82
C -0.58 -0.92 0.75
C -0.45 -0.52 2.22
C -0.16 -1.34 3.31
C -0.32 -1.01 4.65
C -0.68 0.30 5.04
C -0.92 1.14 3.93
C -0.71 0.78 2.56
O -1.36 2.39 4.20
C -1.48 2.86 5.57
C -0.47 2.22 6.41
O -0.62 0.73 6.31
N 0.20 -0.23 -5.57
H -2.45 1.12 -7.15
H -2.13 -0.43 -7.69
H -0.86 0.93 -7.83
H 4.77 -2.01 -2.98
H 3.46 -1.82 -0.97
H -0.16 -0.67 -1.59
H -1.11 -0.07 0.30
H -1.23 -1.71 0.65
H 0.07 -2.35 3.09
H -0.04 -1.84 5.39
H -0.99 1.41 1.70
H -2.46 2.55 5.96
H -1.43 3.94 5.60
H 0.52 2.34 5.80
H -0.49 2.58 7.42
H 0.96 -0.39 -6.22
```

Here is what Löwdin gives for the atomic charges, in e: C -0.03; C -0.33; N 0.05; N 0.06; C -0.33; C -0.47; S 1.05; C -0.36; C -0.14; C -0.19; N 0.16; C -0.43; O 0.09; C -0.05; C -0.22; C -0.06; C 0.01; C -0.24; C -0.19; C 0.05; O -0.04; C -0.16; C -0.11; O -0.03; N 0.11; H 0.07; H 0.09; H 0.08; H 0.07; H 0.12; H 0.07; H 0.13; H 0.11; H 0.09; H 0.14; H 0.13; H 0.14; H 0.13; H 0.17; H 0.13; H 0.12

Entry 5:
Here is a single C8H12O2 molecule at a distorted geometry from the Open Molecules 2025 dataset. Energies are from ωB97M-V/def2-TZVPD.

For the calculated total energy, the calculation gives -12581.6866 eV. As for the energy relative to the best compared isomer or geometry (same formula, charge and spin): 86.5 kcal per mole. The HOMO-LUMO gap comes out at 7.06 eV. As for the charge: 0.

```
22
C8H12O2, DFT ωB97M-V/def2-TZVPD
C 1.01 0.50 -0.62
C -0.95 0.03 -1.14
C 0.42 -0.45 -1.61
C 2.13 1.45 -0.76
C 0.02 -0.36 2.79
C -2.12 -0.91 -0.92
C -0.14 0.65 0.21
C 0.00 -0.72 1.33
O -0.49 1.52 1.06
O 0.11 -1.85 0.95
H -1.26 0.93 -1.66
H 0.67 -0.21 -2.65
H 0.62 -1.50 -1.40
H 2.96 1.04 -1.32
H 1.77 2.35 -1.28
H 2.45 1.79 0.23
H 0.11 -1.27 3.39
H 0.84 0.33 2.99
H -0.90 0.14 3.05
H -1.81 -1.85 -0.46
H -2.87 -0.44 -0.30
H -2.57 -1.15 -1.89
```

Here is what Löwdin gives for the atomic charges, in e: C -0.13; C -0.21; C -0.08; C 0.00; C 0.00; C -0.06; C -0.51; C -0.24; O -0.08; O 0.10; H 0.14; H 0.13; H 0.13; H 0.09; H 0.11; H 0.10; H 0.09; H 0.10; H 0.09; H 0.07; H 0.09; H 0.08

Entry 6:
Here is a single C7H9BO3 molecule at a distorted geometry from the Open Molecules 2025 dataset. Energies are from ωB97M-V/def2-TZVPD.

As for the SMILES: OCc1cccc(B(O)O)c1. For the calculated total energy, the calculation gives -14225.5574 eV. As for the energy relative to the best compared isomer or geometry (same formula, charge and spin): 25.3 kcal per mole. The HOMO-LUMO gap comes out at 9.35 eV. As for the charge: 0.

```
20
C7H9BO3, DFT ωB97M-V/def2-TZVPD
O -1.05 2.41 -1.67
C -0.35 1.32 -2.32
C 0.21 0.27 -1.37
C 1.55 -0.20 -1.55
C 2.05 -0.94 -0.52
C 1.40 -1.06 0.71
C 0.13 -0.58 0.82
B -0.81 -0.81 2.16
O -2.07 -0.20 2.07
O -0.50 -1.56 3.33
C -0.51 0.11 -0.19
H -1.29 2.10 -0.83
H -1.08 0.89 -3.05
H 0.50 1.66 -2.92
H 2.13 0.19 -2.40
H 3.04 -1.40 -0.67
H 1.90 -1.46 1.57
H -2.54 0.14 2.85
H -1.20 -1.47 4.04
H -1.52 0.59 -0.07
```

Here is what Löwdin gives for the atomic charges, in e: O -0.06; C -0.19; C -0.17; C -0.02; C -0.09; C -0.04; C -0.11; B -0.47; O 0.11; O 0.10; C -0.02; H 0.02; H 0.13; H 0.11; H 0.12; H 0.11; H 0.11; H 0.11; H 0.12; H 0.13